one.
Formula: C4H6O2
Source: the Open Molecules 2025 dataset
Level of theory: ωB97M-V with the def2-TZVPD basis set

Last column: Mulliken charge in e.
Geometry (Å):
O1 0.150 -2.286 1.234  -0.55
C1 0.098 -1.221 0.676  0.35
C2 -0.335 0.185 1.122  -0.45
C3 -0.019 0.727 -0.296  -0.06
O2 -0.994 1.398 -1.018  -0.52
C4 0.491 -0.688 -0.687  -0.49
H1 -1.391 0.282 1.375  0.28
H2 0.289 0.606 1.916  0.24
H3 0.887 1.388 -0.236  0.22
H4 -1.077 0.974 -1.877  0.35
H5 1.441 -0.124 -0.577  0.18
H6 0.459 -1.241 -1.631  0.46

HOMO level (eV): -9.76
Spin multiplicity: 1
HOMO-LUMO gap (eV): 10.39
SMILES: O=C1CC(O)C1

two.
Formula: C4H6O2
Source: the Open Molecules 2025 dataset
Level of theory: ωB97M-V with the def2-TZVPD basis set

Last column: Mulliken charge in e.
Geometry (Å):
C1 -1.052 -0.121 -0.438  -0.99
C2 0.469 -0.273 -0.535  -0.02
C3 0.106 1.117 -0.103  -0.06
O1 0.160 1.546 1.136  -0.67
C4 1.003 -1.037 0.640  0.00
O2 0.346 -1.225 1.636  -0.46
H1 -1.544 -0.945 0.086  0.38
H2 -0.875 0.729 0.761  0.38
H3 -1.569 0.181 -1.344  0.30
H4 0.948 -0.440 -1.497  0.40
H5 -0.044 1.841 -0.920  0.38
H6 2.052 -1.374 0.578  0.35

HOMO level (eV): -9.20
Spin multiplicity: 1
HOMO-LUMO gap (eV): 9.98

three.
Formula: C4H6O2
Source: the Open Molecules 2025 dataset
Level of theory: ωB97M-V with the def2-TZVPD basis set

Last column: Mulliken charge in e.
Geometry (Å):
C1 1.840 0.515 0.848  -0.58
O1 1.724 -0.571 0.102  -0.30
C2 0.592 -0.805 -0.507  -0.45
C3 -0.638 -0.300 0.096  0.15
C4 -1.773 0.354 -0.570  -0.28
O2 -1.811 -1.027 -0.240  -0.45
H1 2.695 0.531 1.507  0.27
H2 1.383 1.416 0.463  0.33
H3 0.604 -1.607 -1.232  0.43
H4 -0.465 -0.068 1.164  0.43
H5 -1.700 0.575 -1.634  0.22
H6 -2.451 0.988 0.004  0.24

HOMO level (spin up / spin down) (eV): -7.85 / -7.47
Spin multiplicity: 1
HOMO-LUMO gap (spin up / spin down) (eV): 8.29 / 7.99

four.
Formula: C4H6O2
Source: the Open Molecules 2025 dataset
Level of theory: ωB97M-V with the def2-TZVPD basis set

Last column: Mulliken charge in e.
Geometry (Å):
O1 0.163 2.370 0.692  -0.47
C1 -0.530 1.921 -0.176  0.14
O2 -0.218 0.874 -0.964  -0.33
C2 0.614 -0.054 -0.290  0.03
C3 0.240 -1.482 -0.486  -0.55
C4 -0.094 -0.775 0.805  -0.48
H1 -1.554 2.252 -0.396  0.37
H2 1.640 0.269 -0.163  0.35
H3 -0.577 -1.661 -1.179  0.22
H4 1.026 -2.229 -0.500  0.24
H5 -1.139 -0.501 0.925  0.24
H6 0.429 -0.983 1.732  0.23

HOMO level (eV): -10.67
Spin multiplicity: 1
HOMO-LUMO gap (eV): 11.77
SMILES: O=COC1CC1

Which is more stable than every other structure shown? four is more stable than every other one.